{"formula": "C14H16FeNO3S", "method": "ωB97M-V/def2-TZVPD", "total_energy_ev": -67624.8261, "s_squared": 6.09, "lumo_energy_ev": [2.333, 0.464], "total_charge": -1, "de_lowest_kj_mol": 186.6, "spin_multiplicity": 5, "max_force_ev_per_a": 5.16, "elements": ["C", "S", "C", "C", "C", "N", "H", "H", "H", "H", "H", "H", "H", "O", "C", "Fe", "C", "O", "C", "O", "C", "C", "C", "C", "C", "C", "C", "H", "H", "H", "H", "H", "H", "H", "H", "H"], "xyz": [[-0.360, 1.433, 2.048], [-0.037, 1.071, 0.275], [1.197, 2.415, -0.032], [0.730, -0.473, 0.241], [0.684, -1.193, -0.959], [0.673, -1.837, -1.948], [-0.846, 0.549, 2.471], [0.587, 1.661, 2.551], [-1.046, 2.289, 2.098], [1.487, 2.381, -1.088], [0.697, 3.372, 0.163], [2.079, 2.310, 0.610], [1.412, -0.798, 1.045], [4.108, -5.549, -0.256], [3.196, -5.373, 0.439], [1.490, -5.655, 1.229], [1.665, -7.430, 1.205], [1.626, -8.576, 1.005], [0.897, -5.866, -0.419], [0.636, -6.133, -1.519], [1.056, -3.637, 1.393], [-0.442, -3.435, 1.386], [-1.247, -4.742, 1.504], [-0.346, -5.904, 1.794], [0.387, -5.952, 3.034], [1.108, -4.865, 3.537], [1.709, -3.992, 2.612], [1.602, -3.004, 0.687], [-0.716, -2.794, 2.243], [-0.752, -2.884, 0.482], [-1.992, -4.586, 2.303], [-1.798, -4.923, 0.565], [-0.779, -6.841, 1.428], [0.385, -6.896, 3.594], [1.426, -4.841, 4.580], [2.679, -3.540, 2.856]], "mulliken_charge": [-1.16, 0.83, -1.32, -0.75, -0.06, -0.62, 0.38, 0.35, -0.13, 0.40, 0.24, 0.47, 0.51, -0.34, 0.09, -0.18, 0.17, -0.39, 0.27, -0.37, 0.49, -0.69, -0.93, -0.10, -0.10, -1.00, -0.66, 0.60, 0.32, 0.22, 0.34, 0.37, 0.56, 0.41, 0.37, 0.42]}


{"formula": "C18H19N3O5", "method": "ωB97M-V/def2-TZVPD", "total_energy_ev": -33682.4121, "smiles": "COCOc1ccc([C@]2(Cn3cccc(C)c3=O)NC(=O)NC2=O)cc1", "lumo_energy_ev": 0.299, "total_charge": 0, "de_lowest_kj_mol": 143.5, "max_force_ev_per_a": 4.09, "elements": ["C", "O", "C", "O", "C", "C", "C", "C", "C", "C", "N", "C", "C", "C", "C", "C", "C", "O", "N", "C", "O", "N", "C", "O", "C", "C", "H", "H", "H", "H", "H", "H", "H", "H", "H", "H", "H", "H", "H", "H", "H", "H", "H", "H", "H"], "xyz": [[2.246, 3.232, -5.025], [1.366, 2.237, -5.490], [0.346, 1.887, -4.547], [0.855, 1.651, -3.203], [0.069, 1.026, -2.286], [0.719, 0.373, -1.246], [0.000, -0.316, -0.247], [-1.398, -0.468, -0.344], [-2.155, -1.462, 0.547], [-3.024, -0.768, 1.641], [-2.247, 0.212, 2.412], [-2.414, 1.554, 2.094], [-1.722, 2.522, 2.769], [-0.784, 2.140, 3.802], [-0.593, 0.814, 4.137], [0.430, 0.486, 5.194], [-1.431, -0.167, 3.472], [-1.403, -1.349, 3.839], [-1.314, -2.462, 1.183], [-1.616, -3.715, 0.753], [-1.276, -4.762, 1.326], [-2.605, -3.645, -0.208], [-3.078, -2.384, -0.276], [-4.172, -2.149, -0.769], [-2.056, 0.267, -1.374], [-1.338, 1.013, -2.323], [1.685, 4.002, -4.531], [2.974, 2.815, -4.335], [2.780, 3.707, -5.881], [-0.445, 2.659, -4.563], [-0.125, 0.979, -4.895], [1.799, 0.401, -1.214], [0.502, -0.861, 0.553], [-3.469, -1.559, 2.305], [-3.861, -0.244, 1.177], [-3.057, 1.797, 1.254], [-1.823, 3.583, 2.575], [-0.214, 2.916, 4.302], [1.256, -0.169, 4.799], [-0.059, 0.010, 6.049], [0.873, 1.404, 5.595], [-1.068, -2.388, 2.177], [-3.176, -4.444, -0.408], [-3.128, 0.240, -1.459], [-1.758, 1.599, -3.156]], "mulliken_charge": [-0.64, -0.36, -0.46, -0.35, 0.69, -0.94, -0.16, -1.13, 2.40, -1.72, 0.48, -0.07, -0.86, -0.33, 0.50, -1.26, 0.71, -0.79, -0.07, 0.14, -0.67, -0.06, -0.16, -0.64, -0.34, -0.71, 0.31, 0.23, 0.24, 0.35, 0.43, 0.42, 0.52, 0.38, 0.41, 0.32, 0.40, 0.34, 0.26, 0.30, 0.37, 0.31, 0.33, 0.53, 0.34]}


{"formula": "C34H48N7NaO11P2S", "method": "ωB97M-V/def2-TZVPD", "total_energy_ev": -102829.0678, "lumo_energy_ev": 3.514, "total_charge": -2, "de_lowest_kj_mol": 208.7, "max_force_ev_per_a": 2.73, "elements": ["Na", "C", "C", "N", "N", "C", "N", "S", "C", "C", "C", "C", "C", "N", "H", "H", "H", "H", "H", "H", "H", "H", "H", "O", "C", "O", "C", "C", "C", "N", "C", "C", "C", "O", "O", "H", "H", "H", "C", "C", "C", "O", "P", "O", "C", "P", "O", "O", "C", "C", "C", "O", "C", "C", "C", "O", "C", "C", "C", "H", "H", "H", "H", "H", "H", "H", "H", "H", "H", "H", "H", "H", "H", "H", "H", "H", "H", "H", "H", "H", "H", "H", "H", "H", "H", "H", "H", "H", "H", "N", "C", "O", "C", "C", "C", "N", "C", "C", "H", "H", "H", "H", "H", "H"], "xyz": [[-0.244, -0.716, 0.276], [1.414, -4.269, -2.521], [1.332, -3.271, -1.382], [0.216, -3.092, -0.750], [-0.760, -3.927, -1.034], [-2.038, -3.704, -0.988], [-2.817, -4.861, -0.895], [-2.890, -2.271, -1.230], [2.534, -2.599, -0.948], [3.786, -3.222, -1.117], [4.928, -2.600, -0.665], [4.819, -1.348, -0.071], [3.548, -0.802, 0.039], [2.448, -1.392, -0.379], [0.472, -4.218, -3.065], [1.515, -5.284, -2.133], [2.233, -4.053, -3.203], [-2.313, -5.704, -1.131], [-3.703, -4.754, -1.370], [3.844, -4.206, -1.559], [5.892, -3.083, -0.760], [5.684, -0.827, 0.310], [3.408, 0.169, 0.493], [4.639, -3.166, 5.536], [4.263, -1.994, 5.388], [4.623, -0.976, 5.993], [3.180, -1.776, 4.278], [2.592, -2.856, 3.628], [1.627, -2.618, 2.665], [1.233, -1.409, 2.299], [1.800, -0.374, 2.908], [2.759, -0.507, 3.908], [1.338, 1.002, 2.517], [1.063, 1.811, 3.388], [1.342, 1.254, 1.245], [2.903, -3.858, 3.892], [1.131, -3.426, 2.144], [3.179, 0.360, 4.397], [1.550, -0.340, -5.382], [1.703, -0.169, -3.872], [3.164, -0.035, -3.463], [1.009, 1.008, -3.491], [0.001, 0.943, -2.193], [-0.168, -0.411, -1.698], [0.792, 2.098, -1.050], [-0.249, 2.124, 0.477], [-1.083, 1.023, 0.978], [-1.438, 2.972, -0.502], [-2.693, 3.085, 0.118], [-3.732, 2.211, -0.582], [-3.149, 4.547, 0.155], [-0.086, 3.380, 1.475], [0.812, 4.461, 1.506], [2.275, 4.036, 1.528], [0.562, 5.470, 0.378], [-1.376, 1.439, -2.797], [-1.691, 2.474, -3.705], [-0.802, 3.699, -3.551], [-1.647, 1.934, -5.134], [2.126, -1.195, -5.727], [1.904, 0.556, -5.891], [0.503, -0.492, -5.631], [1.249, -1.020, -3.348], [3.617, 0.827, -3.954], [3.712, -0.936, -3.727], [3.224, 0.096, -2.385], [0.869, 3.089, -1.480], [1.776, 1.686, -0.855], [-2.603, 2.734, 1.155], [-3.932, 2.584, -1.585], [-4.662, 2.207, -0.014], [-3.356, 1.194, -0.656], [-3.114, 4.982, -0.843], [-2.500, 5.118, 0.813], [-4.169, 4.602, 0.533], [0.585, 4.956, 2.464], [2.544, 3.550, 0.594], [2.412, 3.332, 2.342], [2.915, 4.903, 1.688], [0.752, 5.020, -0.592], [1.223, 6.326, 0.506], [-0.468, 5.813, 0.395], [-2.727, 2.742, -3.456], [0.231, 3.418, -3.742], [-0.902, 4.074, -2.536], [-1.104, 4.469, -4.259], [-0.617, 1.772, -5.435], [-2.112, 2.640, -5.820], [-2.182, 0.989, -5.177], [-6.229, -2.218, 5.034], [-5.119, -3.012, 5.069], [-5.036, -3.920, 5.878], [-4.065, -2.683, 4.079], [-3.084, -3.639, 3.811], [-2.103, -3.344, 2.879], [-2.030, -2.194, 2.233], [-2.943, -1.276, 2.495], [-3.981, -1.467, 3.397], [-6.989, -2.434, 5.657], [-6.381, -1.565, 4.291], [-3.112, -4.582, 4.336], [-1.336, -4.064, 2.634], [-2.831, -0.349, 1.958], [-4.682, -0.663, 3.575]], "mulliken_charge": [1.04, -2.23, 0.41, 1.42, -1.64, 0.47, -0.60, -0.53, 0.15, -0.82, -0.87, -1.05, -0.61, 1.47, 0.50, 0.37, 0.55, 0.24, 0.22, 0.53, 0.41, 0.51, 0.23, -0.75, 0.45, -0.73, -0.18, -1.19, -0.43, 0.63, 0.24, -1.16, 0.33, -0.68, 0.05, 0.45, 0.69, 0.64, -1.81, 1.49, -1.27, -0.27, -0.22, -0.73, -0.63, 0.59, -0.64, 0.19, 0.70, -1.54, -1.57, -0.26, 0.44, -1.09, -1.09, -0.05, 0.75, -1.06, -1.48, 0.44, 0.32, 0.40, -0.29, 0.38, 0.43, 0.08, 0.56, 0.60, 0.31, 0.26, 0.51, 0.22, 0.21, 0.26, 0.39, 0.34, 0.07, 0.19, 0.57, 0.12, 0.51, 0.20, 0.31, 0.14, 0.00, 0.63, 0.20, 0.49, 0.33, -0.34, 0.32, -0.65, 1.07, -0.97, -0.19, 0.20, -0.68, -1.15, 0.22, 0.17, 0.44, 0.44, 0.72, 0.28]}


{"formula": "C20H26N3O9P2RuSSe2", "method": "ωB97M-V/def2-TZVPD", "total_energy_ev": -206749.4436, "s_squared": 0.76, "lumo_energy_ev": [-1.313, -1.266], "total_charge": 0, "de_lowest_kj_mol": 118.6, "spin_multiplicity": 2, "max_force_ev_per_a": 4.06, "elements": ["Ru", "S", "C", "C", "C", "C", "C", "C", "N", "C", "C", "C", "C", "C", "C", "C", "H", "H", "H", "H", "H", "H", "H", "H", "O", "C", "C", "C", "O", "C", "Se", "C", "Se", "H", "H", "H", "H", "H", "H", "H", "H", "H", "H", "N", "C", "C", "P", "O", "O", "O", "P", "O", "O", "O", "H", "H", "H", "H", "H", "H", "H", "H", "O", "N"], "xyz": [[0.287, 0.073, -0.004], [0.245, -4.412, 1.806], [0.084, -3.454, 3.245], [0.020, -3.875, 4.561], [-0.145, -2.919, 5.543], [-0.249, -1.567, 5.219], [-0.172, -1.140, 3.912], [-0.004, -2.088, 2.906], [0.076, -1.847, 1.567], [0.198, -2.929, 0.866], [0.308, -2.905, -0.569], [0.193, -4.066, -1.335], [0.273, -3.999, -2.710], [0.475, -2.771, -3.323], [0.609, -1.618, -2.560], [0.516, -1.652, -1.173], [0.095, -4.922, 4.805], [-0.209, -3.226, 6.577], [-0.393, -0.840, 6.005], [-0.269, -0.104, 3.628], [0.034, -5.011, -0.837], [0.177, -4.895, -3.306], [0.541, -2.711, -4.400], [0.799, -0.673, -3.056], [3.858, 2.729, 2.616], [2.637, 3.098, 2.017], [2.846, 3.283, 0.507], [3.984, 4.336, 0.348], [4.289, 4.664, -0.980], [3.340, 1.997, -0.175], [2.695, 0.202, 0.396], [1.598, 3.849, -0.176], [-0.246, 3.330, 0.344], [3.679, 2.307, 3.461], [2.259, 4.042, 2.443], [1.883, 2.319, 2.180], [4.869, 3.966, 0.883], [3.670, 5.273, 0.814], [4.619, 3.879, -1.430], [4.423, 1.916, -0.049], [3.091, 2.028, -1.238], [1.641, 3.664, -1.250], [1.565, 4.932, -0.042], [-2.376, -0.100, -3.123], [-2.512, 1.267, -2.556], [-3.626, 2.046, -3.192], [-2.711, 0.953, -0.739], [-4.275, 0.516, -0.755], [-2.529, 2.140, 0.119], [-1.929, -0.324, -0.526], [-0.858, 2.075, -2.819], [-0.703, 1.511, -4.379], [-0.866, 3.542, -2.793], [0.151, 1.336, -1.989], [-3.280, -0.580, -3.161], [-1.769, -0.595, -2.424], [-1.915, -0.039, -4.040], [-4.587, 1.553, -3.052], [-3.431, 2.196, -4.253], [-3.664, 3.022, -2.713], [-4.630, 0.685, 0.118], [-0.263, 2.195, -4.880], [-0.673, 1.176, 1.918], [0.134, 1.717, 1.101]], "mulliken_charge": [1.16, -0.36, 0.84, -0.69, -0.45, -0.75, -0.34, -0.48, 0.28, 0.61, 1.29, -0.93, -0.76, -0.92, -0.51, -0.05, 0.40, 0.38, 0.42, 0.47, 0.40, 0.39, 0.47, 0.75, -0.53, -1.18, 2.11, -1.26, -0.55, -1.72, -0.23, -1.37, 0.26, 0.34, 0.44, 0.40, 0.46, 0.49, 0.36, 0.51, 0.56, 0.44, 0.65, -0.17, 0.95, -1.75, 0.80, -0.60, -0.83, -0.85, 0.50, -0.64, -0.87, -0.42, 0.38, -0.08, 0.46, 0.41, 0.43, 0.40, 0.38, 0.36, -0.45, -0.20]}


{"formula": "CH4N4O2S", "method": "ωB97M-V/def2-TZVPD", "total_energy_ev": -21986.4465, "lumo_energy_ev": [-1.400, -1.393], "total_charge": 0, "de_lowest_kj_mol": 324.4, "max_force_ev_per_a": 4.60, "elements": ["C", "N", "N", "N", "N", "O", "O", "S", "H", "H", "H", "H"], "xyz": [[-0.018, -1.255, -0.311], [-1.393, -1.557, 1.431], [-1.089, -0.991, 0.336], [0.564, -1.750, -1.264], [0.634, 0.501, 0.706], [-0.678, 1.849, -1.069], [0.307, 2.797, 0.979], [-0.510, 1.716, 0.550], [-2.311, -1.197, 1.880], [1.585, -1.936, -1.426], [0.080, 1.622, -1.577], [0.741, 0.194, 1.652]], "mulliken_charge": [0.60, -0.57, 0.18, -0.44, -0.64, -0.48, -0.48, 0.64, 0.26, 0.33, 0.32, 0.29]}


Number 4 is which compound?
C20H26N3O9P2RuSSe2